<one>
The following is a quantum chemistry calculation of a cluster of 2 separate species, C2H4I2N2O in total, from OMol25.

The calculation puts the LUMO energy at -0.63 eV. As for the charge: 0. Its molar mass is 325.9 g mol⁻¹. Its spin multiplicity is 1. The value obtained for the orbital gap is 8.76 eV. As for the highest occupied orbital energy: -9.390 eV. Its structure (SMILES) is [H]/N=C/NI.O=CI.

The geometry in XYZ format:
```
11
C2H4I2N2O ωB97M-V/def2-TZVPD
H -0.59 1.12 1.28
N -0.13 0.44 0.69
C 1.08 0.03 0.77
N 1.72 -0.58 -0.31
I 3.35 -1.81 -0.02
H 1.76 0.35 1.53
H 1.14 -1.09 -0.98
O -2.89 0.96 0.19
C -2.14 0.67 -0.67
I -2.05 -1.35 -1.42
H -1.25 1.27 -1.06
```

---

<two>
The following is a quantum chemistry calculation of a cluster of 2 separate species, C2H4I2N2O in total, from OMol25.

The calculation puts the LUMO energy at -1.86 eV. As for the charge: 0. Its molar mass is 325.9 g mol⁻¹. Its spin multiplicity is 1. The value obtained for the orbital gap is 6.82 eV. As for the highest occupied orbital energy: -8.683 eV. Its structure (SMILES) is CNN=C=O.II.

The geometry in XYZ format:
```
11
C2H4I2N2O ωB97M-V/def2-TZVPD
C 0.29 -0.77 0.06
N -0.81 -1.02 -0.98
N -2.10 -0.61 -0.65
C -2.87 0.00 0.01
O -3.81 0.49 0.55
H 1.14 -0.54 -0.67
H -0.23 -0.03 0.59
H 0.39 -1.67 0.62
H -0.91 -1.96 -1.32
I 0.08 1.43 -3.47
I -1.43 3.34 -2.27
```

---

<three>
The following is a quantum chemistry calculation of a structure of composition C2H4I2N2O, from OMol25.

The calculation puts the LUMO energy at -0.69 eV. As for the charge: 0. Its molar mass is 325.9 g mol⁻¹. Its spin multiplicity is 1. The value obtained for the orbital gap is 8.05 eV. As for the highest occupied orbital energy: -8.748 eV.

The geometry in XYZ format:
```
11
C2H4I2N2O ωB97M-V/def2-TZVPD
C -0.73 -0.08 -0.01
C 0.95 0.45 -0.04
N 1.88 -0.15 -0.80
N 1.03 1.54 0.62
O -1.41 0.79 0.86
I 1.51 -1.61 -2.16
I 2.77 2.43 0.96
H -0.85 -1.06 0.65
H -1.61 -0.21 -1.00
H 2.77 -0.05 -0.51
H -1.62 1.57 0.35
```

---

Stability ranking, top and bottom: <one> is the most stable and <three> is the least stable.

---

<one>
The following is a quantum chemistry calculation of an isolated molecule of C5H4INO, from OMol25.

The calculation puts the LUMO energy (alpha / beta) at -0.36 / -0.35 eV. As for the charge: 0. Its molar mass is 221.0 g mol⁻¹. Its spin multiplicity is 1. The value obtained for the orbital gap (alpha / beta) is 7.96 / 7.99 eV. As for the highest occupied orbital energy (alpha / beta): -8.316 / -8.337 eV.

The geometry in XYZ format:
```
12
C5H4INO ωB97M-V/def2-TZVPD
C 0.97 -1.02 0.00
C 1.36 0.27 -0.04
C -0.38 -1.54 0.04
C 0.55 1.45 0.00
C -1.42 -0.74 0.02
N -0.72 1.44 0.01
O -1.68 2.18 0.02
I -3.42 -0.52 -0.01
H 1.74 -1.78 -0.01
H 2.42 0.47 -0.09
H -0.48 -2.62 0.08
H 1.06 2.42 0.00
```

---

<two>
The following is a quantum chemistry calculation of a structure of composition C5H4INO, from OMol25.

The calculation puts the LUMO energy at -0.99 eV. As for the charge: 0. Its molar mass is 221.0 g mol⁻¹. Its spin multiplicity is 1. The value obtained for the orbital gap is 7.67 eV. As for the highest occupied orbital energy: -8.657 eV.

The geometry in XYZ format:
```
12
C5H4INO ωB97M-V/def2-TZVPD
C 0.08 0.02 1.87
C 0.71 0.69 -0.41
C -0.32 -1.17 -0.99
C -1.08 -0.04 -0.83
C 0.87 0.70 0.95
N -0.41 -0.40 2.82
O 1.17 1.10 -1.39
I 2.41 1.90 1.77
H 0.00 -1.43 -2.00
H -0.34 -1.72 -0.12
H -1.43 0.47 -1.71
H -1.65 -0.10 0.06
```

---

Stability ranking, top and bottom: <two> is the most stable and <one> is the least stable.